Version one
# CH4N2OS

A single CH4N2OS molecule (ωB97M-V/def2-TZVPD, the Open Molecules 2025 dataset).

Output
Total charge: 0
Gap between HOMO and LUMO, eV: 9.791
SMILES string: NC(=O)NS
Highest occupied orbital energy, eV: -9.3

Structure (XYZ):
```
9
Properties=species:S:1:pos:R:3:nbo_charge:R:1
S 2.07164 0.06290 -0.30328 0.208
O -0.26695 1.45536 -0.04660 -0.567
N 0.67179 -0.61877 0.13145 -0.848
N -1.58437 -0.36531 -0.21471 -0.886
C -0.36804 0.30140 0.04825 0.760
H 2.73314 1.26095 0.60117 0.098
H -1.31853 -1.27342 -0.68110 0.400
H -2.45469 0.36453 -0.65244 0.427
H 0.51601 -1.18764 1.11726 0.409
```

=====

Version two
# CH4N2OS

2 unconnected molecules or ions with the total composition CH4N2OS (ωB97M-V/def2-TZVPD, the Open Molecules 2025 dataset).

Output
Total charge: 0
Gap between HOMO and LUMO, eV: 7.393
Highest occupied orbital energy, eV: -8.8

Structure (XYZ):
```
9
Properties=species:S:1:pos:R:3:nbo_charge:R:1
S -3.20899 0.78983 -0.20814 0.141
O -1.85157 0.10065 0.25681 -0.324
N 0.88943 0.00218 0.59799 -0.628
N -1.51256 -1.11604 -0.11575 -0.188
C 1.48230 0.27356 -0.51519 -0.049
H 1.31051 -0.52805 -1.20645 0.176
H 1.06754 0.71928 1.39868 0.353
H 2.40279 0.88364 -0.54163 0.176
H -0.57945 -1.12505 0.33368 0.341
```

=====

Version three
# CH4N2OS

A single CH4N2OS molecule (ωB97M-V/def2-TZVPD, the Open Molecules 2025 dataset).

Output
Total charge: 0
Gap between HOMO and LUMO, eV: 9.890
SMILES string: O/N=C/NS
Highest occupied orbital energy, eV: -9.1

Structure (XYZ):
```
9
Properties=species:S:1:pos:R:3:nbo_charge:R:1
S 2.17051 -0.68386 -0.26355 0.171
O -2.14076 -0.53454 -0.30794 -0.578
N -0.74161 -0.60984 -0.21748 -0.219
N 1.20967 0.76335 -0.23585 -0.758
C -0.21483 0.55708 -0.21244 0.210
H -2.43212 -1.00764 0.49498 0.470
H -0.86960 1.45769 -0.24875 0.187
H 1.41453 -1.40840 0.56677 0.113
H 1.60423 1.46616 0.42426 0.404
```

=====

Here are the energies relative to the best structure, in kJ/mol: version one 0.0; version two 344.6; version three 21.6.

=====

Version one
# CH4N2OS

A single CH4N2OS molecule (ωB97M-V/def2-TZVPD, the Open Molecules 2025 dataset).

Output
Total charge: 0
Gap between HOMO and LUMO, eV: 9.450
SMILES string: O/N=C/NS
Highest occupied orbital energy, eV: -8.7

Structure (XYZ):
```
9
Properties=species:S:1:pos:R:3:nbo_charge:R:1
S 2.08926 -0.64674 -0.17848 0.214
O -2.18202 -0.50187 -0.06248 -0.582
N 1.03969 0.66486 -0.07516 -0.762
N -0.80897 -0.64727 0.01153 -0.230
C -0.28755 0.51147 -0.09244 0.199
H 1.40830 1.62850 0.12237 0.409
H -0.92731 1.38131 -0.20633 0.185
H 2.03465 -1.12499 1.08671 0.098
H -2.36605 -1.26528 -0.60573 0.470
```

=====

Version two
# CH4N2OS

A single CH4N2OS molecule (ωB97M-V/def2-TZVPD, the Open Molecules 2025 dataset).

Output
Total charge: 0
Gap between HOMO and LUMO, eV: 8.454
SMILES string: CNSN=O
Highest occupied orbital energy, eV: -8.5

Structure (XYZ):
```
9
Properties=species:S:1:pos:R:3:nbo_charge:R:1
S 0.10776 1.59452 0.16967 0.478
O -1.01264 1.28914 2.59932 -0.268
N -0.45721 0.74033 1.69786 0.016
N 0.83889 0.20411 -0.35406 -0.818
C -0.09172 -0.83800 -0.82033 -0.421
H 1.86290 0.18433 -0.47752 0.412
H -0.67924 -0.40149 -1.60195 0.185
H 0.19864 -1.78783 -1.18552 0.215
H -0.76738 -0.98510 -0.02746 0.202
```

=====

Here are the energies relative to the best structure, in kJ/mol: version one 0.0; version two 86.4.

=====

Version one
# C3H4P2

A single C3H4P2 molecule (ωB97M-V/def2-TZVPD, the Open Molecules 2025 dataset).

Output
Total charge: 0
Gap between HOMO and LUMO, eV: 8.681
SMILES string: C/C=P\C#P
Highest occupied orbital energy, eV: -9.1

Structure (XYZ):
```
9
Properties=species:S:1:pos:R:3:nbo_charge:R:1
P -5.45981 0.34106 -0.66416 0.566
P -2.44314 -0.73017 0.89929 0.661
C -0.10249 0.03218 -0.63741 -0.672
C -0.74237 -0.42987 0.62925 -0.544
C -4.18075 -0.44374 -0.33098 -0.927
H -0.90714 -0.05755 -1.46577 0.224
H -0.21385 -0.57047 1.53193 0.231
H 0.17032 1.07373 -0.54432 0.233
H 0.74730 -0.60901 -0.88988 0.228
```

=====

Version two
# C3H4P2

A single C3H4P2 molecule (ωB97M-V/def2-TZVPD, the Open Molecules 2025 dataset).

Output
Total charge: 0
Gap between HOMO and LUMO, eV: 7.930
SMILES string: [H]/P=C1\PC1=C
Highest occupied orbital energy, eV: -9.0

Structure (XYZ):
```
9
Properties=species:S:1:pos:R:3:nbo_charge:R:1
P -1.02648 2.11263 0.55718 0.491
P 0.64879 -0.70664 1.47090 0.389
C -0.27223 -1.14738 -1.36675 -0.331
C -0.31419 0.59452 0.52693 -0.672
C -0.10007 -0.47561 -0.26753 -0.228
H -0.38015 2.69745 1.77298 -0.036
H 0.13772 -2.06882 -1.52699 0.207
H -0.76368 -0.63117 -2.14644 0.200
H 2.07030 -0.37499 0.97971 -0.019
```

=====

Here are the energies relative to the best structure, in kJ/mol: version one 63.7; version two 0.0.

=====

Version one
# C3H4O2S

2 unconnected molecules or ions with the total composition C3H4O2S (ωB97M-V/def2-TZVPD, the Open Molecules 2025 dataset).

Output
Total charge: 0
Gap between HOMO and LUMO, eV: 8.969
Highest occupied orbital energy, eV: -8.9

Structure (XYZ):
```
10
Properties=species:S:1:pos:R:3:nbo_charge:R:1
S 0.28939 -1.94410 -0.24175 0.219
O -3.32223 0.04971 0.65572 -0.508
O -1.98800 1.05571 -0.90642 -0.527
C 0.18346 -0.46603 0.49009 -0.210
C 1.28804 0.48946 0.27846 -0.750
C -2.64722 0.54836 -0.11990 1.037
H 1.95494 0.35099 1.13308 0.260
H 0.91947 1.51199 0.32774 0.240
H 1.44858 -1.94123 -0.97884 0.044
H 1.87356 0.34514 -0.63819 0.194
```

=====

Version two
# C3H4O2S

A single C3H4O2S molecule (ωB97M-V/def2-TZVPD, the Open Molecules 2025 dataset).

Output
Total charge: 0
Gap between HOMO and LUMO, eV: 9.838
SMILES string: O=C[C@]1(S)CO1
Highest occupied orbital energy, eV: -9.3

Structure (XYZ):
```
10
Properties=species:S:1:pos:R:3:nbo_charge:R:1
S 1.34907 1.70108 -0.02891 -0.042
O -0.73333 0.49294 -1.36624 -0.482
O 2.27758 -1.14861 -0.23608 -0.486
C -1.24068 0.53221 -0.05410 -0.119
C 0.17927 0.37220 -0.33527 -0.016
C 1.11968 -1.14529 -0.44928 0.467
H -1.86699 -0.29481 0.24836 0.187
H 2.40324 0.87513 0.01176 0.162
H 0.46898 -1.98037 -0.72262 0.136
H -1.56101 1.51835 0.26986 0.193
```

=====

Here are the energies relative to the best structure, in kJ/mol: version one 0.0; version two 71.7.

=====

Version one
# C3H4O2S

A single C3H4O2S molecule (ωB97M-V/def2-TZVPD, the Open Molecules 2025 dataset).

Output
Total charge: 0
Gap between HOMO and LUMO (alpha / beta), eV: 7.734 / 7.744
SMILES string: O=C/C(S)=C/O
Highest occupied orbital energy (alpha / beta), eV: -8.0 / -8.0

Structure (XYZ):
```
10
Properties=species:S:1:pos:R:3:nbo_charge:R:1
S 0.94287 -1.84678 -0.06270 0.095
O -2.07625 -0.90934 -0.15839 -0.646
O 2.29917 1.18302 -0.46545 -0.537
C 0.39239 -0.24645 -0.05430 -0.389
C -1.21564 0.08703 0.00567 0.195
C 1.20290 0.92682 -0.03170 0.349
H -2.93654 -0.59376 0.28451 0.500
H -1.42180 1.14122 -0.14215 0.181
H 0.59113 1.70714 0.33597 0.098
H 2.22175 -1.44890 0.28854 0.154
```

=====

Version two
# C3H4O2S

2 unconnected molecules or ions with the total composition C3H4O2S (ωB97M-V/def2-TZVPD, the Open Molecules 2025 dataset).

Output
Total charge: 0
Gap between HOMO and LUMO (alpha / beta), eV: 8.421 / 8.417
Highest occupied orbital energy (alpha / beta), eV: -9.7 / -9.7

Structure (XYZ):
```
10
Properties=species:S:1:pos:R:3:nbo_charge:R:1
S -0.67749 -1.48267 -2.41777 2.108
O -1.84667 -1.17951 -3.19949 -0.881
O 0.43227 -2.13325 -3.03593 -0.880
C 0.27693 0.70459 -0.27274 -0.677
C -0.96191 -1.59185 -0.72901 -0.276
C -0.28834 -0.52699 -0.94065 -0.257
H 0.66931 1.57484 -1.03434 0.259
H -1.68713 -2.39884 0.86387 0.102
H 1.08931 0.39851 0.35983 0.248
H -0.55021 1.17363 0.43307 0.254
```

=====

Here are the energies relative to the best structure, in kJ/mol: version one 0.0; version two 407.3.

=====

Version one
# C3H4O2S

2 unconnected molecules or ions with the total composition C3H4O2S (ωB97M-V/def2-TZVPD, the Open Molecules 2025 dataset).

Output
Total charge: 0
Gap between HOMO and LUMO, eV: 9.185
Highest occupied orbital energy, eV: -9.6

Structure (XYZ):
```
10
Properties=species:S:1:pos:R:3:nbo_charge:R:1
S 1.10553 2.96768 -0.56330 1.171
O -1.87529 -2.12051 1.58424 -0.460
O 2.41022 2.77614 -1.21778 -0.889
C -0.81365 -1.99897 -0.61290 -0.795
C 0.64156 1.68969 0.37301 -0.751
C -1.34649 -2.02696 0.55961 0.714
H 0.25678 -2.40230 -0.62106 0.278
H -0.12766 1.79138 1.15305 0.234
H -1.40661 -1.45424 -1.25747 0.264
H 1.15562 0.77808 0.60261 0.232
```

=====

Version two
# C3H4O2S

A single C3H4O2S molecule (ωB97M-V/def2-TZVPD, the Open Molecules 2025 dataset).

Output
Total charge: 0
Gap between HOMO and LUMO, eV: 7.823
Highest occupied orbital energy, eV: -8.8

Structure (XYZ):
```
10
Properties=species:S:1:pos:R:3:nbo_charge:R:1
S -0.89687 -2.61204 1.65451 1.113
O 0.32858 0.90091 1.63003 -0.651
O -1.45838 -3.70002 0.83240 -0.900
C 0.26318 0.50350 -0.65813 -0.401
C -0.61942 -1.34275 0.57461 -0.528
C -0.06600 0.07442 0.56766 0.236
H 0.86647 1.36827 -0.90763 0.221
H 0.38854 0.23316 2.31608 0.472
H 0.17587 -0.27429 -1.41140 0.198
H -0.60779 -1.84133 -0.34664 0.239
```

=====

Here are the energies relative to the best structure, in kJ/mol: version one 8.8; version two 0.0.

=====

Version one
# C18H25F3N4O4

A single C18H25F3N4O4 molecule (ωB97M-V/def2-TZVPD, the Open Molecules 2025 dataset).

Output
Total charge: 0
Gap between HOMO and LUMO, eV: 10.087
SMILES string: CCCc1ncoc1C(=O)NC1(CNC(=O)[C@@H](NC(=O)C(F)(F)F)C(C)C)CC1
Highest occupied orbital energy, eV: -9.4

Structure (XYZ):
```
54
Properties=species:S:1:pos:R:3:nbo_charge:R:1
F 5.10213 2.72650 1.37827 -0.303
F 4.85549 2.89356 -0.76628 -0.327
F 4.92710 0.94123 0.16725 -0.305
O -0.01338 2.43020 3.71610 -0.412
O 0.18740 2.91793 -2.61011 -0.609
O 2.50870 1.60684 1.50255 -0.611
O -2.62174 1.61143 1.42352 -0.614
N 2.25671 2.85192 -0.39257 -0.581
N -1.04721 4.23296 4.48398 -0.463
N -0.57345 0.64283 1.75921 -0.616
N -0.39976 1.12135 -1.35687 -0.618
C 0.17996 2.34444 -1.53839 0.691
C 0.96204 5.07194 1.09208 -0.610
C -1.85168 3.64200 3.51520 0.170
C 2.95892 2.19289 0.53857 0.582
C -5.62105 4.36274 3.81635 -0.603
C -1.83567 -1.16509 0.56266 -0.398
C -0.00314 3.48380 4.54657 0.346
C -1.54990 1.56043 1.99994 0.640
C -0.61111 -0.32189 0.69778 0.081
C 0.18102 0.06045 -0.53131 -0.213
C 0.39294 4.46612 -0.18753 -0.202
C -4.26476 3.76117 4.15606 -0.381
C -3.18544 4.19716 3.16128 -0.447
C 4.48894 2.19163 0.32314 0.906
C 0.80780 2.99498 -0.30409 -0.169
C -1.21351 2.54010 3.05134 0.088
C -1.12761 4.59740 -0.21729 -0.614
C -0.57477 -1.77054 1.11153 -0.414
H 0.86322 3.59861 5.17694 0.201
H -2.14101 -1.43205 -0.44013 0.216
H -6.38597 4.04356 4.52467 0.211
H 0.29801 -0.82198 -1.16265 0.210
H 0.70506 6.12956 1.15704 0.220
H -1.41328 5.64011 -0.07313 0.216
H 1.18455 0.34842 -0.21496 0.212
H -0.53340 -1.97190 2.17226 0.226
H -4.32583 2.66993 4.14699 0.203
H -5.58101 5.45375 3.83660 0.201
H 0.54089 4.57522 1.97024 0.203
H 0.80379 4.98764 -1.05767 0.212
H 0.31434 0.77125 2.22610 0.430
H -0.01496 -2.45712 0.49093 0.214
H -1.54445 4.26343 -1.16669 0.226
H -0.85162 0.80192 -2.20216 0.400
H 2.04868 4.98986 1.14342 0.207
H -5.94134 4.05968 2.81770 0.205
H 0.50612 2.46514 0.59609 0.244
H -3.45986 3.86348 2.16065 0.242
H 2.73880 3.29577 -1.15935 0.430
H -1.58638 4.01128 0.58181 0.211
H -3.10953 5.28749 3.15733 0.219
H -3.96202 4.05513 5.16414 0.203
H -2.64783 -0.96058 1.24255 0.244
```

=====

Version two
# C18H25F3N4O4

A single C18H25F3N4O4 molecule (ωB97M-V/def2-TZVPD, the Open Molecules 2025 dataset).

Output
Total charge: 0
Gap between HOMO and LUMO, eV: 10.041
SMILES string: CCCc1ncoc1C(=O)NC1(CNC(=O)[C@@H](NC(=O)C(F)(F)F)C(C)C)CC1
Highest occupied orbital energy, eV: -9.5

Structure (XYZ):
```
54
Properties=species:S:1:pos:R:3:nbo_charge:R:1
F 3.47978 -1.03866 3.38957 -0.307
F 1.58759 -2.08811 3.45483 -0.329
F 1.63260 0.07127 3.58036 -0.305
O -0.95326 1.18511 -0.71989 -0.644
O -0.48450 -3.42021 -0.19560 -0.652
O -2.27273 1.01681 2.59201 -0.421
O 2.59195 0.14316 0.94003 -0.589
N -0.97560 -1.60708 -1.47666 -0.616
N 1.54054 -1.87810 0.83457 -0.590
N -0.71658 2.34974 3.43903 -0.454
N -2.74291 0.03492 0.10082 -0.607
C -2.40733 -1.83499 -1.50058 -0.224
C 3.69546 -2.28026 -1.17969 -0.610
C 2.20519 -0.98126 2.99667 0.905
C -4.56861 -0.41245 -1.55003 -0.413
C -0.46053 2.18615 2.08111 0.194
C 1.89233 -2.81307 -2.84696 -0.614
C -0.14982 -2.38124 -0.74575 0.689
C -1.42430 1.38201 1.56895 0.079
C -1.67177 0.86587 0.21848 0.650
C 1.28187 -1.87388 -0.59798 -0.149
C -1.76712 1.64602 3.66606 0.351
C 0.66502 2.87893 1.40191 -0.451
C 1.39056 4.92299 0.11279 -0.602
C -3.50931 0.39148 -2.24984 -0.403
C -3.13042 -0.55572 -1.15024 0.083
C 2.12224 -0.84499 1.45956 0.579
C 2.26369 -2.76830 -1.36775 -0.200
C 0.22800 4.21439 0.79372 -0.379
H -2.62288 -2.62275 -0.77724 0.234
H 1.80922 4.30139 -0.68087 0.206
H 1.07682 5.86912 -0.32919 0.208
H -0.66750 -0.66934 -1.70022 0.432
H 4.39013 -2.93637 -1.70577 0.212
H 1.91602 -1.80964 -3.28128 0.204
H 0.89661 -3.22884 -3.00651 0.215
H 3.81372 -1.26979 -1.57712 0.212
H -2.73883 -2.18166 -2.48316 0.200
H -5.02340 -1.24072 -2.07575 0.222
H -0.19414 4.84972 1.57697 0.198
H -3.23697 0.11387 -3.25882 0.221
H 2.60436 -3.42886 -3.39690 0.217
H 3.98458 -2.26057 -0.12912 0.215
H -5.22160 0.10794 -0.86354 0.225
H 2.16463 -3.77519 -0.94974 0.211
H -2.28233 1.50201 4.60140 0.197
H 1.45352 3.04076 2.13932 0.227
H 1.07109 2.23667 0.62095 0.250
H 1.14247 -2.64035 1.36400 0.438
H 1.37728 -0.84087 -0.94061 0.234
H 2.19093 5.13353 0.82487 0.203
H -0.56897 4.02355 0.07042 0.203
H -3.44318 1.44662 -2.03110 0.234
H -3.23361 -0.23074 0.93947 0.415
```

=====

Here are the energies relative to the best structure, in kJ/mol: version one 32.0; version two 0.0.

=====

Version one
# CH4NO3

2 unconnected molecules or ions with the total composition CH4NO3 (ωB97M-V/def2-TZVPD, the Open Molecules 2025 dataset).

Output
Total charge: +1
Gap between HOMO and LUMO, eV: 10.914
Highest occupied orbital energy, eV: -17.0

Structure (XYZ):
```
9
Properties=species:S:1:pos:R:3:nbo_charge:R:1
O 0.23537 1.80403 0.77835 -0.102
O 1.18727 0.67656 1.14502 -0.104
O 0.58133 -0.55245 -1.32478 -0.972
N -0.96540 -0.31571 0.88304 -0.712
C -0.04148 0.52059 0.80517 0.933
H -1.95037 -0.24731 0.59503 0.481
H 1.48992 -0.56074 -1.54523 0.503
H -0.65792 -1.27224 0.65843 0.476
H 0.12127 -0.05273 -1.99504 0.497
```

=====

Version two
# CH4NO3

2 unconnected molecules or ions with the total composition CH4NO3 (ωB97M-V/def2-TZVPD, the Open Molecules 2025 dataset).

Output
Total charge: +1
Gap between HOMO and LUMO (alpha / beta), eV: 7.887 / 7.964
Highest occupied orbital energy (alpha / beta), eV: -15.7 / -16.0

Structure (XYZ):
```
9
Properties=species:S:1:pos:R:3:nbo_charge:R:1
O -0.32884 -1.72502 0.12866 0.047
O 2.36932 0.17635 -0.31326 -0.278
O 1.53983 0.63794 0.59767 -0.128
N -0.42252 -0.58519 0.23717 0.472
C -1.35435 0.30208 -0.15545 -0.555
H -1.32325 1.00928 0.71901 0.320
H -1.09895 0.94090 -0.94905 0.339
H 2.96585 -0.50904 -0.02150 0.486
H -2.34708 -0.24730 -0.24326 0.296
```

=====

Here are the energies relative to the best structure, in kJ/mol: version one 0.0; version two 396.9.